Entry from the Open Molecules 2025 dataset: a structure of composition C36H76BeFN4O4 (wB97M-V/def2-TZVPD).

Properties
- Kohn-Sham gap: 2.73 eV
- Net charge: +1
- Multiplicity: 1
- Electronic energy: -55818.7439 eV
- HOMO level: -9.740 eV
- Energy relative to the best compared isomer or geometry (same formula, charge and spin): 0.0 kcal per mole

```
122
Properties=species:S:1:pos:R:3:forces:R:3
Be -8.6056 9.9093 -7.8364 3.92 -1.47 -0.06
F -6.8311 9.3543 -9.2797 -2.39 0.76 1.64
C -4.7122 11.4531 -12.4605 -0.57 -1.21 0.61
C -5.3980 10.5133 -13.4966 0.06 1.55 -0.25
C -4.2635 9.9213 -14.3398 -0.07 -0.79 0.02
C -4.7607 8.7401 -15.2061 0.50 0.56 0.76
C -5.4393 7.6328 -14.3815 -0.61 0.99 -0.85
C -6.6044 8.2660 -13.5287 0.09 -1.19 0.24
N -6.1283 9.4622 -12.7818 1.59 -1.38 -0.84
O -7.1538 9.9608 -11.9923 -0.82 0.68 0.02
C -7.7924 8.4965 -14.4614 0.12 0.86 -0.51
C -7.0361 7.2293 -12.4675 1.12 0.56 0.28
C -6.2691 11.4248 -14.3707 -0.27 0.37 0.31
H -4.2327 10.7653 -11.7588 0.12 0.20 0.26
H -5.4774 12.0138 -11.9218 0.09 0.14 0.03
H -3.9464 12.1236 -12.8466 -0.20 -0.04 -0.41
H -3.8763 10.6862 -15.0146 -0.11 0.20 0.11
H -3.4534 9.7154 -13.6361 0.12 -0.60 -0.18
H -3.9980 8.3223 -15.8638 0.23 0.07 0.19
H -5.4555 9.2514 -15.8747 -0.33 -0.53 -0.15
H -4.7361 6.9616 -13.8857 0.14 0.56 0.67
H -5.8664 6.9682 -15.1377 -0.51 -0.07 0.20
H -8.3787 7.6055 -14.6845 0.11 -0.16 0.34
H -8.4434 9.2682 -14.0492 -0.12 -0.11 0.02
H -7.4289 8.8503 -15.4276 -0.17 0.15 -0.03
H -6.2667 7.2521 -11.6904 0.20 -0.30 -0.08
H -7.9382 7.4755 -11.9080 -0.40 -0.14 -0.58
H -7.0276 6.2534 -12.9510 -0.45 -0.12 0.28
H -7.1769 11.7302 -13.8468 -0.14 -0.33 0.01
H -6.5322 10.9960 -15.3363 -0.01 0.11 -0.01
H -5.7313 12.3671 -14.4869 0.11 -0.09 -0.49
H -7.0234 9.5473 -11.1280 0.20 0.15 0.28
C -5.5364 4.6317 -10.3982 -0.68 -0.29 -0.06
C -4.4728 4.4935 -9.3046 0.79 0.20 -0.19
C -3.2217 3.7546 -9.8158 0.98 1.07 -0.29
C -2.2561 4.6590 -10.6077 -0.81 -0.08 -0.53
C -1.8009 5.9047 -9.8341 -0.05 -1.34 -0.45
C -2.9405 6.7301 -9.2694 -1.14 -0.13 0.36
N -4.0456 5.8383 -8.7959 1.49 -2.26 0.64
O -5.0753 6.4880 -8.1224 -0.24 0.80 -0.73
C -2.4406 7.5079 -8.0577 0.79 0.80 0.21
C -3.5142 7.6793 -10.3426 -0.40 0.00 0.25
C -4.9981 3.5807 -8.1846 -1.01 0.89 0.98
H -6.4314 5.1596 -10.0568 0.24 0.39 0.29
H -5.9769 3.6693 -10.6699 0.42 -0.24 -0.13
H -5.2047 5.1302 -11.3087 0.24 -0.09 0.06
H -2.6116 3.4015 -8.9810 -0.32 -0.05 0.34
H -3.4997 2.8629 -10.3780 -0.17 0.12 -0.13
H -2.7025 5.0143 -11.5414 -0.32 -0.12 -0.04
H -1.4181 4.0496 -10.9486 0.25 0.16 0.23
H -1.2612 6.4917 -10.5773 0.34 0.28 0.46
H -1.1525 5.5621 -9.0267 0.17 0.25 0.01
H -3.2059 7.9548 -7.4239 -0.27 -0.10 -0.32
H -1.7778 6.9583 -7.3875 -0.23 -0.51 -0.15
H -1.8037 8.3269 -8.4050 -0.09 0.15 -0.14
H -4.1070 7.0688 -11.0245 0.02 0.23 -0.22
H -4.1734 8.4146 -9.8719 -0.23 -0.02 -0.05
H -2.8110 8.2795 -10.9204 0.33 -0.24 0.13
H -6.0287 3.8384 -7.9203 -0.23 -0.07 -0.33
H -4.5088 3.7280 -7.2199 0.63 0.01 -0.28
H -4.9807 2.5181 -8.4220 0.12 0.09 -0.30
H -5.3753 7.0916 -8.8218 -0.74 0.31 0.43
C -3.5913 11.7626 -8.4611 -0.30 0.44 -1.01
C -4.2727 11.9725 -7.1226 0.36 1.16 0.55
C -3.4285 13.0152 -6.3246 0.13 -0.17 -0.05
C -3.6505 14.4753 -6.7126 -1.03 -0.09 0.52
C -5.1844 14.8230 -6.6071 1.96 -0.17 -0.56
C -6.0769 13.9393 -7.4529 0.38 -0.57 -0.41
N -5.6531 12.5042 -7.2630 0.26 1.01 1.83
O -6.5366 11.5506 -7.6778 -0.66 -0.41 -1.31
C -7.5120 14.1480 -6.9335 -0.25 -1.06 0.06
C -5.9969 14.2625 -8.9571 -0.39 -0.59 -1.00
C -4.2947 10.6663 -6.3156 0.02 0.74 0.26
H -3.5800 12.6470 -9.1016 -0.13 0.27 0.33
H -4.1460 11.0383 -9.0638 0.46 -0.48 0.03
H -2.5319 11.5470 -8.3283 -0.16 -0.70 0.00
H -3.5457 12.8929 -5.2451 -0.61 0.02 0.02
H -2.3750 12.7543 -6.4482 0.02 -0.05 -0.31
H -3.2079 14.7264 -7.6769 -0.27 -0.12 -0.19
H -3.1225 15.0883 -5.9813 0.01 0.10 -0.04
H -5.3196 15.8309 -6.9995 -0.16 0.16 0.41
H -5.4536 14.7536 -5.5533 -0.17 0.12 -0.02
H -7.7750 15.1867 -6.7419 0.25 0.09 -0.34
H -8.2549 13.6969 -7.5937 0.01 0.26 -0.26
H -7.6589 13.6210 -5.9878 0.32 0.06 0.17
H -6.7772 13.6595 -9.4303 -0.31 0.29 -0.09
H -6.1093 15.2950 -9.2891 -0.38 0.16 0.58
H -5.1315 13.9243 -9.5298 0.48 -0.05 0.75
H -3.3009 10.5418 -5.8842 0.03 -0.18 -0.06
H -4.5514 9.7705 -6.8790 -0.19 0.14 -0.08
H -4.9904 10.8689 -5.4997 -0.06 -0.47 0.10
H -6.1304 11.1759 -8.4792 -0.67 -0.64 -0.21
C -7.1448 5.9744 -5.5487 1.47 -0.23 0.11
C -8.3298 6.7923 -6.0037 -0.04 1.15 -0.34
C -9.6153 6.3539 -5.3248 -0.33 -0.21 0.39
C -9.6308 6.5955 -3.8205 -0.37 1.05 -0.75
C -9.5729 8.1597 -3.6548 1.53 -1.56 -0.31
C -8.2831 8.8022 -4.3160 0.26 -0.13 0.55
N -8.1128 8.2862 -5.6979 -1.37 0.00 -0.65
O -6.9064 8.7286 -6.1951 0.63 0.36 -0.51
C -8.4692 10.2938 -4.3692 -1.93 0.48 -0.50
C -6.9986 8.6052 -3.4710 -0.86 -1.27 0.15
C -8.4773 6.7264 -7.5282 0.28 -1.14 -0.25
H -6.9964 5.8246 -4.4799 -0.75 -0.19 0.04
H -6.1728 6.3958 -5.8225 -0.11 0.11 -0.50
H -7.1218 5.0167 -6.0672 -0.24 -0.08 0.19
H -10.4497 6.9189 -5.7465 -0.07 -0.15 -0.24
H -9.7837 5.2891 -5.4930 0.07 0.04 -0.42
H -8.8843 5.9479 -3.3615 0.26 0.60 0.41
H -10.5959 6.2757 -3.4266 0.02 -0.07 0.02
H -9.6472 8.3761 -2.5901 0.14 0.54 -0.11
H -10.4488 8.5236 -4.1918 -0.04 0.26 0.18
H -9.3650 10.4249 -4.9922 0.03 0.35 -0.38
H -8.8598 10.6293 -3.4075 0.58 0.22 0.17
H -7.6733 10.9247 -4.7599 0.27 -0.30 0.20
H -7.3257 9.0026 -2.5114 0.65 -0.16 0.25
H -6.7903 7.5366 -3.4047 0.01 0.04 0.51
H -6.0717 9.0623 -3.8110 -0.36 0.50 -0.15
H -7.6775 7.1927 -8.1073 -0.12 0.64 0.29
H -9.4888 6.9735 -7.8570 0.01 0.47 0.04
H -8.3484 5.6934 -7.8635 -0.20 -0.19 0.21
H -6.2110 8.1773 -5.8023 0.23 0.01 -0.14
```
Forces are in eV/Å.